ORCA calculation (wB97M-V/def2-TZVPD) on a structure of composition C21H40InN5SSi3 at a distorted geometry.

```
71
C21H40InN5SSi3 wB97M-V/def2-TZVPD
In -0.01482 -0.34500 -0.73467
C 0.11370 -3.71854 1.73004
Si 1.18311 -2.17959 1.85620
C 2.52494 -2.34113 0.53066
C 1.90234 -1.94205 3.57754
C 0.15511 -0.58530 1.50597
Si -1.70698 -0.64937 2.00291
C -2.47932 1.03470 1.63171
C -1.76479 -1.08697 3.82961
C -2.61469 -1.94008 0.95041
Si 1.02452 1.06728 1.85735
C 2.86752 1.06966 1.44999
C 0.68701 1.66054 3.60452
C 0.41278 2.36771 0.58327
C 0.42590 3.73237 0.84927
C 0.15953 4.63562 -0.16894
C -0.10414 4.16116 -1.44853
C -0.11172 2.79539 -1.65164
N 0.13138 1.93776 -0.65679
H 0.72387 -4.59901 1.94408
H -0.29684 -3.84409 0.72569
H -0.71592 -3.72018 2.43788
H 3.12847 -3.23504 0.70092
H 3.20029 -1.48536 0.51637
H 2.06793 -2.44097 -0.46066
H 2.57076 -2.77246 3.81596
H 1.11656 -1.92606 4.33485
H 2.47765 -1.01918 3.66507
H -2.06233 1.83515 2.24532
H -3.55420 1.00671 1.82365
H -2.33340 1.30420 0.58128
H -1.06931 -0.48718 4.41813
H -1.52778 -2.13946 3.99303
H -2.76940 -0.91145 4.22106
H -2.05227 -2.21058 0.05188
H -3.58854 -1.56192 0.63214
H -2.79392 -2.85820 1.51073
H 3.45241 0.41206 2.09488
H 3.26246 2.08100 1.57008
H 3.03345 0.77492 0.41097
H 1.06794 0.94228 4.33261
H -0.37405 1.80995 3.80611
H 1.20227 2.60590 3.78906
H 0.64715 4.07942 1.85007
H 0.16594 5.69963 0.02833
H -0.30161 4.83633 -2.26894
H -0.31040 2.35680 -2.62218
C 4.99526 -1.36422 -2.83708
C 4.25300 -0.05972 -3.17776
C 2.90858 -0.06541 -2.64964
N 1.84443 -0.09471 -2.22261
H 5.98915 -1.32709 -3.27603
H 4.47147 -2.22844 -3.24129
H 5.09880 -1.48780 -1.76047
H 4.19063 0.07352 -4.25982
H 4.78195 0.80335 -2.76945
C -3.98514 2.47342 -2.69431
C -4.21363 1.10114 -2.04466
C -3.22924 0.08971 -2.52980
N -2.05753 -0.12296 -2.03209
N -1.33638 -1.11536 -2.66162
C -1.97397 -1.65212 -3.66909
N -1.51259 -2.62926 -4.45346
S -3.55877 -0.95445 -3.88177
H -4.76642 3.16528 -2.38516
H -4.00519 2.40333 -3.78231
H -3.02611 2.88368 -2.38720
H -5.22173 0.75792 -2.27593
H -4.12187 1.18039 -0.96147
H -0.61672 -3.05236 -4.28206
H -2.06656 -2.98523 -5.21216
```

- orbital gap (eV) = 8.69
- charge = +2
- HOMO level (Ha) = -0.5417

Atom charges from the Löwdin analysis, given in e for atoms 1 to 8: 0.93, -0.16, 0.42, -0.18, -0.15, -0.50, 0.42, -0.16